1.
{"formula": "C10H12N3O", "method": "ωB97M-V/def2-TZVPD", "elements": ["C", "C", "C", "C", "C", "C", "C", "C", "C", "C", "N", "N", "N", "O", "H", "H", "H", "H", "H", "H", "H", "H", "H", "H", "H", "H"], "xyz": [[3.486, -1.357, 0.029], [4.055, -0.066, 0.381], [2.178, -1.563, -0.212], [3.269, 1.030, 0.357], [1.278, -0.405, -0.053], [-2.866, -1.206, 0.640], [-1.899, -2.050, 0.065], [-0.192, -0.531, -0.120], [-2.440, 0.195, 0.851], [-1.307, 0.793, -0.067], [1.914, 0.850, 0.176], [-0.637, -1.717, -0.204], [-1.963, 1.039, -1.312], [-0.547, 1.917, 0.400], [4.157, -2.187, -0.239], [5.151, 0.001, 0.587], [1.740, -2.548, -0.455], [3.540, 2.094, 0.329], [-3.770, -1.477, 1.095], [-2.125, -3.035, -0.220], [-3.381, 0.869, 1.079], [-1.854, 0.243, 1.849], [1.389, 1.637, 0.453], [-1.355, 1.433, -1.990], [-2.324, 0.167, -1.691], [-0.758, 2.475, -0.368]], "forces_ev_per_a": [[2.04, 0.75, -0.29], [1.28, -1.54, -0.39], [-2.93, 1.81, 0.33], [-1.37, -0.03, -0.54], [2.49, 0.93, 0.07], [4.40, -0.31, -1.73], [-4.24, 1.14, 0.71], [-1.21, 2.57, 0.15], [0.62, 2.51, 3.03], [0.20, -3.62, 0.56], [0.26, -3.63, -0.32], [1.95, 0.37, 0.29], [0.43, 0.07, 0.28], [-1.92, -0.62, -1.38], [-0.09, 0.45, 0.74], [-1.19, 0.03, -0.40], [0.31, 0.88, 0.07], [0.28, -0.70, 0.59], [-1.14, -0.82, 0.13], [-0.49, -1.25, 0.07], [2.08, -0.89, -0.98], [-1.03, -0.38, -0.69], [-1.54, 0.81, -0.21], [0.67, 0.26, -0.96], [-0.25, 0.20, 0.08], [0.38, 1.01, 0.78]], "nbo_charge": [-0.1097, -0.2243, -0.2087, 0.0519, 0.2683, -0.1061, -0.0605, 0.1413, -0.5192, 0.4148, -0.4529, -0.3746, -0.8386, -0.7180, 0.2525, 0.2644, 0.2795, 0.2492, 0.2386, 0.2128, 0.2744, 0.2566, 0.4576, 0.3629, 0.3956, 0.4920], "e_lumo_ev": [-5.07, -5.06], "charge": 1, "largest_force_ev_per_a": 4.737, "relative_energy_kcal_mol": 66.60}

=====

2.
{"formula": "C10H12N3O2", "method": "ωB97M-V/def2-TZVPD", "elements": ["C", "C", "N", "C", "C", "C", "N", "H", "H", "H", "H", "H", "H", "H", "C", "N", "C", "O", "C", "C", "C", "O", "H", "H", "H", "H", "H"], "xyz": [[-1.618, 0.397, 2.503], [-0.238, 0.277, 1.963], [0.800, 0.691, 2.664], [1.942, 0.485, 1.949], [3.236, 0.779, 2.604], [1.580, -0.063, 0.703], [0.190, -0.170, 0.696], [-2.374, 0.376, 1.725], [-1.810, -0.369, 3.259], [-1.624, 1.353, 3.031], [4.075, 0.690, 1.922], [3.204, 1.783, 3.035], [3.366, 0.104, 3.454], [2.130, -0.365, -0.174], [-1.414, 0.553, -3.783], [-0.990, -0.101, -2.542], [-0.354, -1.366, -2.624], [-0.126, -1.899, -3.722], [-0.107, -1.707, -1.252], [-0.668, -0.829, -0.246], [-1.292, 0.232, -1.231], [-2.017, 1.119, -0.822], [-2.074, 1.412, -3.603], [-0.507, 0.845, -4.342], [-1.922, -0.185, -4.422], [0.110, -2.725, -1.048], [-1.497, -1.317, 0.301]], "forces_ev_per_a": [[0.10, 0.03, -0.05], [1.78, 0.05, -1.40], [-0.57, -0.10, 0.45], [-1.41, -0.90, -1.93], [0.08, 0.09, 0.14], [-0.14, 0.57, 1.00], [0.51, 0.63, 3.18], [-0.06, 0.06, 0.02], [-0.06, -0.12, -0.14], [-0.29, -0.04, -0.13], [0.15, -0.01, -0.02], [0.12, 0.04, -0.16], [0.17, -0.07, -0.11], [0.04, -0.04, 0.12], [0.32, -0.23, 0.24], [-1.14, 1.66, 0.08], [0.92, -0.64, 2.43], [-0.25, 0.20, 0.41], [1.15, -1.58, -2.09], [-1.39, 0.42, -2.51], [-0.70, -0.44, -0.09], [0.08, 0.62, -0.52], [0.32, -0.27, 0.18], [-0.42, 0.15, 0.20], [0.04, 0.20, 0.29], [0.43, -0.78, 0.29], [0.24, 0.52, 0.09]], "nbo_charge": [-0.6600, 0.3604, -0.5168, 0.0825, -0.6283, -0.1031, -0.3381, 0.2397, 0.2094, 0.2319, 0.2056, 0.2114, 0.2073, 0.2303, -0.4115, -0.4942, 0.6112, -0.7310, -0.6366, -0.1362, 0.7139, -0.6481, 0.2078, 0.1972, 0.2094, 0.1896, 0.1963], "e_lumo_ev": 3.58, "charge": -1, "largest_force_ev_per_a": 3.285, "relative_energy_kcal_mol": 0.00}

=====

3.
{"formula": "C10H12NO", "method": "ωB97M-V/def2-TZVPD", "elements": ["C", "C", "C", "C", "C", "C", "C", "C", "C", "C", "N", "O", "H", "H", "H", "H", "H", "H", "H", "H", "H", "H", "H", "H"], "xyz": [[0.924, -0.308, -2.987], [1.949, -1.078, -2.544], [-0.187, -0.070, -2.122], [2.027, -1.418, -1.174], [-0.233, -0.472, -0.826], [0.968, -1.210, -0.346], [-1.618, -0.285, -0.042], [-1.477, 1.109, 0.683], [1.044, -1.378, 1.124], [-0.758, 1.752, 2.950], [-1.320, 0.938, 2.048], [0.414, -0.676, 1.911], [0.844, 0.230, -4.000], [2.831, -1.364, -3.086], [-1.015, 0.465, -2.547], [2.979, -1.909, -0.809], [-2.457, -0.066, -0.734], [-1.731, -1.101, 0.723], [-0.738, 1.736, 0.107], [-2.533, 1.475, 0.589], [1.715, -2.133, 1.433], [-1.462, 1.906, 3.896], [0.184, 1.190, 3.190], [-0.348, 2.668, 2.564]], "forces_ev_per_a": [[-1.50, 1.36, -1.11], [1.17, 0.07, 0.98], [0.64, 0.27, -0.89], [0.94, -1.29, -0.25], [-0.23, -1.67, 0.62], [-2.80, 2.11, 1.21], [2.18, 0.36, -0.20], [1.00, -0.60, -0.27], [-0.79, 1.25, -1.23], [0.31, 1.46, 1.79], [-1.97, -1.26, -1.07], [0.38, -0.61, -0.18], [0.49, -1.41, 1.49], [0.00, 0.24, -0.74], [-0.35, 0.19, -0.11], [-1.34, 0.57, -0.33], [0.62, -1.24, 0.13], [-0.46, 0.93, -0.99], [-0.82, 0.08, 0.87], [0.47, 0.30, 0.56], [0.98, -0.93, 1.01], [1.68, -0.78, -1.71], [-0.55, -0.23, 0.64], [-0.04, 0.85, -0.26]], "nbo_charge": [-0.1524, -0.2042, -0.2060, -0.1381, 0.0066, -0.1831, -0.3896, -0.3223, 0.4655, -0.5233, 0.1069, -0.5548, 0.2481, 0.2392, 0.2175, 0.2417, 0.2386, 0.2671, 0.2371, 0.3481, 0.1577, 0.3069, 0.3751, 0.2178], "e_lumo_ev": -6.82, "charge": 1, "largest_force_ev_per_a": 3.707, "relative_energy_kcal_mol": 99.92}

=====

4.
{"formula": "C10H12SSi", "method": "ωB97M-V/def2-TZVPD", "elements": ["C", "C", "C", "C", "C", "C", "C", "C", "C", "C", "Si", "S", "H", "H", "H", "H", "H", "H", "H", "H", "H", "H", "H", "H"], "xyz": [[-3.268, -1.846, 1.474], [-3.784, -1.294, 0.309], [-1.944, -1.669, 1.767], [-3.041, -0.567, -0.593], [0.261, -0.725, 0.854], [-1.128, -0.967, 0.831], [-1.677, -0.530, -0.411], [0.766, 0.018, -0.450], [3.020, 1.711, 0.791], [2.302, 1.488, -2.356], [2.509, 0.581, -0.692], [-0.579, 0.258, -1.524], [-3.989, -2.241, 2.149], [-4.864, -1.238, 0.239], [-1.536, -2.170, 2.644], [-3.508, 0.067, -1.291], [0.965, -0.875, 1.580], [2.258, 1.558, 1.534], [4.012, 1.331, 1.183], [3.038, 2.739, 0.457], [2.391, 2.587, -2.048], [3.304, 1.291, -2.830], [1.325, 1.259, -2.807], [3.168, -0.767, -0.808]], "forces_ev_per_a": [[0.40, 0.56, -0.40], [-1.14, 1.13, -0.30], [0.39, -0.30, -0.26], [-0.27, -0.89, 0.94], [0.70, 3.56, -6.55], [0.49, -0.74, -0.85], [0.31, 0.73, 0.40], [-2.80, -2.73, 5.02], [1.16, -1.85, -0.91], [2.16, 1.32, 1.73], [-0.96, 0.08, -0.23], [0.24, -0.79, 1.78], [-0.07, -0.68, 0.59], [-0.04, -0.21, -0.25], [0.19, 0.54, -0.06], [-0.57, 0.23, -1.18], [1.39, -0.65, 1.93], [-0.25, 0.09, 0.43], [-1.02, 0.83, -0.31], [0.22, 0.25, 0.14], [-0.53, -1.26, -0.66], [-1.48, 0.05, -0.67], [1.02, 0.08, -0.43], [0.45, 0.65, 0.09]], "nbo_charge": [-0.2181, -0.2149, -0.1856, -0.2100, -0.1966, -0.1030, -0.1902, -0.6729, -1.0641, -1.0953, 1.3530, 0.4475, 0.2143, 0.2067, 0.2168, 0.2171, 0.2067, 0.2465, 0.2412, 0.2400, 0.2359, 0.2454, 0.2476, -0.1679], "e_lumo_ev": 0.35, "charge": 0, "largest_force_ev_per_a": 7.489, "relative_energy_kcal_mol": 0.00}

=====

5.
{"formula": "C10H13AlNO5", "method": "ωB97M-V/def2-TZVPD", "elements": ["Al", "C", "O", "C", "O", "C", "O", "C", "O", "C", "H", "H", "C", "H", "H", "C", "N", "C", "C", "C", "O", "H", "H", "H", "H", "H", "H", "H", "H", "H"], "xyz": [[-0.428, 0.320, -1.602], [1.676, -0.278, -1.751], [2.762, -0.628, -1.737], [-0.170, 0.215, -3.727], [-0.086, 0.155, -4.873], [0.311, 2.190, -1.726], [0.656, 3.272, -1.765], [-0.843, -1.650, -1.739], [-1.111, -2.761, -1.612], [-2.297, 0.887, -0.945], [-2.743, 0.055, -0.376], [-2.212, 1.846, -0.409], [-2.346, 0.873, -2.358], [-2.271, 1.807, -2.932], [-2.795, 0.023, -2.893], [1.316, -0.481, 3.383], [0.644, -0.858, 2.171], [-0.002, -2.176, 2.055], [0.614, -0.023, 1.137], [1.223, 1.344, 1.087], [-0.015, -0.518, 0.146], [1.248, -1.277, 4.116], [0.855, 0.425, 3.793], [2.372, -0.281, 3.169], [-1.081, -2.082, 1.874], [0.450, -2.780, 1.258], [0.134, -2.710, 2.998], [1.993, 1.409, 0.311], [0.450, 2.100, 0.906], [1.697, 1.581, 2.040]], "forces_ev_per_a": [[3.03, -2.29, 1.76], [4.27, -1.29, -0.28], [-3.47, 1.07, 0.04], [0.30, -0.03, -5.84], [-0.29, 0.19, 4.87], [1.45, 4.86, 0.01], [-0.98, -3.27, 0.00], [-1.70, -6.44, 0.39], [1.17, 4.65, -0.66], [-2.83, 0.63, -2.43], [0.60, 0.08, -0.22], [0.44, -0.29, -0.20], [-2.52, 0.87, 2.60], [0.40, -0.22, 0.18], [0.46, 0.03, 0.20], [0.78, 0.67, 1.01], [-0.06, 1.35, -1.81], [-0.15, -0.50, 0.23], [0.32, -1.56, 3.00], [0.00, -0.28, 0.62], [-1.46, 1.59, -3.83], [0.00, 0.01, -0.01], [0.10, -0.25, 0.12], [-0.15, -0.13, 0.24], [0.29, 0.12, 0.03], [-0.04, 0.27, 0.17], [0.00, 0.17, -0.19], [0.03, -0.08, 0.08], [0.01, -0.09, 0.13], [0.00, 0.18, -0.23]], "nbo_charge": [1.0472, 0.5504, -0.2549, 0.5414, -0.2172, 0.5431, -0.2001, 0.5573, -0.2298, -0.4909, 0.3192, 0.3115, -0.4037, 0.3010, 0.3045, -0.4416, -0.2687, -0.4294, 0.6902, -0.7211, -0.8011, 0.2690, 0.2406, 0.2403, 0.2331, 0.2320, 0.2688, 0.2491, 0.2486, 0.3114], "e_lumo_ev": -13.74, "charge": 3, "largest_force_ev_per_a": 6.672}

=====

6.
{"formula": "C10H13AuClGdN3O7", "method": "ωB97M-V/def2-TZVPD", "elements": ["Au", "Cl", "C", "C", "H", "H", "H", "H", "H", "H", "Gd", "C", "C", "H", "H", "H", "H", "H", "O", "N", "O", "C", "C", "C", "C", "O", "C", "C", "N", "O", "O", "N", "O", "O", "H", "H"], "xyz": [[0.348, 0.278, -4.694], [0.964, -2.343, -2.896], [1.837, 1.473, -3.871], [-1.182, -0.816, -5.508], [2.152, 2.122, -4.709], [1.504, 2.056, -2.993], [2.622, 0.742, -3.610], [-1.297, -0.490, -6.550], [-2.104, -0.691, -4.930], [-0.812, -1.844, -5.435], [0.228, -0.200, -1.381], [-1.935, -0.820, -0.656], [-1.030, 1.428, -2.306], [-2.657, -0.337, -1.335], [-2.047, -1.914, -0.695], [-2.148, -0.513, 0.381], [-2.021, 1.235, -2.793], [-0.669, 2.411, -2.707], [0.318, 1.801, 6.216], [0.184, 0.604, 5.903], [-0.088, -0.303, 6.715], [0.351, 0.229, 4.514], [0.656, 1.239, 3.572], [0.810, 0.893, 2.216], [0.780, -0.502, 1.814], [1.159, -0.901, 0.665], [0.315, -1.450, 2.780], [0.194, -1.104, 4.110], [-0.013, -2.784, 2.298], [0.080, -3.717, 3.132], [-0.382, -2.926, 1.128], [1.008, 1.948, 1.258], [1.301, 3.075, 1.644], [0.857, 1.721, -0.002], [0.758, 2.270, 3.870], [-0.043, -1.870, 4.857]], "forces_ev_per_a": [[-0.28, -0.75, 0.06], [-0.13, 0.34, -0.15], [0.70, 0.61, 0.13], [-0.90, -0.66, -0.58], [0.16, -0.10, 0.71], [0.33, -0.17, -0.54], [-0.07, 0.51, -0.04], [0.06, 0.06, 0.26], [0.26, 0.15, -0.04], [0.07, 0.19, 0.06], [0.23, -1.52, -0.11], [-0.51, -0.50, 0.30], [-0.85, 1.87, -1.58], [0.28, -0.23, 0.31], [0.05, 0.19, -0.04], [0.08, 0.06, -0.21], [0.54, 0.13, 0.31], [-0.37, -0.44, 0.36], [-0.21, -1.79, -0.45], [-0.17, 0.07, 1.41], [0.42, 1.47, -1.20], [0.51, 0.89, -1.14], [-0.24, -0.95, -0.50], [-0.26, -0.39, 1.38], [0.44, -0.13, -2.33], [-0.16, 0.86, 1.64], [0.06, 0.86, 0.65], [-0.34, -0.74, 0.06], [-0.26, -1.86, -0.16], [-0.19, 1.47, -1.30], [0.52, 0.13, 2.25], [0.25, 0.75, -2.29], [-0.34, -1.28, -0.12], [0.39, 0.51, 3.19], [-0.08, 0.03, 0.09], [-0.01, 0.36, -0.39]], "mulliken_spin": [0.3494, 0.0300, 0.1642, 0.4864, 0.0017, -0.0208, -0.0011, 0.0112, 0.0051, 0.0047, 7.5479, -0.3082, 0.7531, 0.0146, 0.0121, 0.0046, 0.0054, -0.0034, 0.0000, 0.0001, -0.0003, -0.0003, 0.0063, 0.0239, -0.0334, -0.0282, -0.0093, 0.0008, -0.0005, 0.0001, -0.0015, -0.0078, 0.0244, -0.0315, 0.0002, 0.0001], "multiplicity": 10, "e_lumo_ev": [0.73, -0.15], "charge": -1, "largest_force_ev_per_a": 3.257, "relative_energy_kcal_mol": 0.00}